[1]
{
  "formula": "C27H19BrGeNO5SbSe4Tc",
  "method": "ωB97M-V with the def2-TZVPD basis set",
  "species": ["Tc", "O", "C", "C", "O", "C", "C", "O", "C", "O", "O", "Se", "Sb", "Se", "Se", "Se", "Br", "C", "C", "C", "C", "C", "N", "H", "H", "H", "H", "C", "Ge", "C", "C", "C", "C", "C", "C", "C", "C", "C", "C", "C", "C", "C", "C", "C", "C", "H", "H", "H", "H", "H", "H", "H", "H", "H", "H", "H", "H", "H", "H", "H"],
  "coordinates": [[-1.836080, 1.792253, 0.287271], [2.861384, 0.429903, 3.564784], [2.092406, 0.985936, 2.855654], [1.823533, 0.695165, 1.357784], [2.616176, 0.561445, 0.469892], [0.345178, 0.818655, 1.280287], [-0.169956, 1.571160, 2.310205], [-1.421823, 1.883132, 2.333847], [0.960507, 1.965370, 3.239323], [1.013211, 2.936215, 3.927270], [-0.518942, 0.368615, 0.315765], [-4.680516, -1.446935, -2.373394], [-4.653268, 0.923242, -1.816675], [-2.226124, 1.925735, -2.007605], [-3.941801, 1.112849, 0.709270], [-6.237394, 2.483380, -2.549540], [-4.410094, 4.512043, 0.154204], [-2.613354, 4.867836, 0.473100], [-2.239950, 6.179688, 0.748245], [-0.907151, 6.488827, 0.907430], [0.045496, 5.481720, 0.769842], [-0.392557, 4.211404, 0.510709], [-1.700904, 3.892352, 0.379812], [-3.006662, 6.935186, 0.824586], [-0.611613, 7.506046, 1.116406], [1.101415, 5.677773, 0.866227], [0.316950, 3.399917, 0.378737], [-2.027275, -2.073059, 1.290441], [-0.557729, -1.903454, 0.069266], [-1.056761, -2.105266, -1.762353], [-0.728422, -1.240356, -2.812157], [-1.036861, -1.582067, -4.120587], [-1.656458, -2.794339, -4.396453], [-2.003115, -3.653912, -3.366048], [-1.718582, -3.307833, -2.048343], [1.116149, -2.244413, 0.815383], [1.055047, -2.619132, 2.154276], [2.214773, -2.955747, 2.868294], [3.425884, -2.884490, 2.237407], [3.540762, -2.501741, 0.880184], [4.814473, -2.414387, 0.264819], [4.927486, -2.048951, -1.044892], [3.766159, -1.768232, -1.795479], [2.528058, -1.834969, -1.220261], [2.379163, -2.191326, 0.136782], [-2.100206, -3.109894, 1.619194], [-2.964253, -1.814388, 0.796021], [-1.879354, -1.447060, 2.170851], [-0.212095, -0.306438, -2.613015], [-0.776348, -0.913733, -4.929232], [-1.862913, -3.071668, -5.420118], [-2.489456, -4.594089, -3.582073], [-1.996960, -3.996661, -1.258421], [0.106301, -2.663154, 2.671229], [2.147258, -3.257272, 3.902673], [4.330183, -3.121286, 2.779584], [5.693090, -2.640514, 0.852502], [5.899007, -1.977149, -1.510556], [3.861209, -1.500205, -2.838173], [1.653741, -1.621722, -1.824200]],
  "atomic_forces_ev_per_a": [[-0.287, 0.496, -0.029], [0.384, 0.122, 0.089], [-0.354, -0.134, -0.076], [-0.078, 0.147, -0.351], [-0.092, -0.010, 0.175], [0.410, -0.090, 0.363], [0.048, -0.278, 0.120], [0.035, 0.126, -0.210], [-0.119, 0.264, -0.096], [-0.075, -0.098, 0.253], [0.045, -0.006, -0.235], [0.083, -0.406, -0.142], [-0.284, 1.000, 0.126], [0.055, -0.291, -0.362], [0.069, -0.323, 0.147], [0.066, -0.374, -0.004], [-0.093, -0.010, -0.037], [0.028, 0.214, 0.017], [-0.084, -0.120, -0.032], [0.067, -0.084, -0.027], [-0.073, 0.045, 0.007], [0.064, 0.034, -0.040], [0.156, -0.235, 0.196], [-0.020, 0.019, -0.007], [0.041, 0.056, 0.037], [0.061, 0.009, -0.006], [0.025, -0.011, 0.028], [-0.217, -0.115, 0.033], [-0.209, 0.336, -0.007], [-0.138, 0.027, -0.318], [-0.033, -0.007, 0.109], [-0.013, 0.027, 0.053], [0.006, 0.004, -0.017], [0.009, 0.069, 0.110], [0.004, 0.136, -0.106], [0.515, -0.174, 0.295], [0.202, 0.082, -0.136], [-0.053, 0.048, -0.087], [-0.030, 0.019, -0.021], [0.151, -0.002, 0.059], [-0.088, 0.022, -0.080], [-0.106, 0.002, 0.060], [-0.007, -0.039, 0.065], [-0.012, -0.070, -0.106], [-0.195, -0.257, -0.026], [-0.029, -0.047, 0.054], [0.046, 0.002, 0.059], [-0.043, -0.005, -0.014], [0.074, -0.048, 0.002], [0.021, 0.028, -0.025], [-0.030, 0.001, -0.045], [-0.010, -0.057, -0.005], [0.012, -0.023, 0.050], [-0.069, -0.011, 0.035], [-0.013, 0.001, 0.044], [0.078, -0.020, 0.047], [0.039, -0.020, 0.034], [0.042, -0.010, -0.030], [-0.001, 0.019, -0.041], [0.024, 0.018, 0.049]],
  "orbital_gap_ev": [4.59, 4.11],
  "relative_energy_kj_mol": 277.2,
  "spin_multiplicity": 2,
  "total_energy_ev": -436696.9392,
  "e_lumo_ev": [-8.578, -9.053],
  "charge": 2
}



[2]
{
  "formula": "C27H19BrN6O3Os",
  "method": "ωB97M-V with the def2-TZVPD basis set",
  "species": ["Os", "C", "C", "N", "C", "C", "N", "C", "C", "C", "C", "C", "N", "C", "C", "N", "C", "C", "N", "C", "C", "C", "N", "C", "C", "H", "H", "H", "H", "H", "H", "H", "H", "H", "H", "H", "H", "C", "C", "O", "H", "H", "H", "Br", "C", "C", "C", "C", "C", "C", "C", "O", "O", "H", "H", "H", "H"],
  "coordinates": [[-0.704220, -0.552110, -1.483765], [-3.931462, 2.261754, -0.965986], [-3.222961, 1.123780, -1.317692], [-1.903343, 1.064707, -1.142921], [-1.251611, 2.144930, -0.612710], [-2.008589, 3.287297, -0.298341], [-3.300827, 3.317659, -0.468901], [0.170888, 1.962743, -0.408816], [1.014685, 2.776131, 0.323385], [2.356468, 2.412168, 0.539464], [2.778341, 1.176098, 0.017642], [1.902202, 0.379268, -0.695556], [0.636764, 0.806823, -0.956626], [2.143822, -0.971812, -1.159642], [3.388699, -1.621270, -1.221851], [3.495464, -2.851312, -1.638722], [2.417922, -3.514388, -2.036817], [1.170547, -2.907669, -2.012076], [1.029948, -1.656507, -1.570425], [3.257914, 3.257357, 1.331586], [2.827525, 4.480700, 1.868085], [3.716133, 5.256825, 2.595794], [4.944927, 4.859530, 2.788819], [5.405741, 3.734363, 2.312372], [4.590922, 2.890579, 1.572838], [-5.003263, 2.323605, -1.075596], [-3.717143, 0.248070, -1.721857], [-1.543918, 4.178097, 0.097563], [0.604341, 3.664059, 0.769890], [3.767770, 0.801592, 0.211093], [4.299881, -1.116477, -0.934632], [2.552833, -4.531269, -2.373234], [0.281436, -3.437145, -2.334103], [1.829270, 4.860614, 1.736313], [3.427204, 6.203678, 3.029230], [6.437577, 3.494569, 2.525624], [5.026820, 1.978414, 1.203305], [-1.908936, -1.313165, -4.285021], [-0.973227, -0.466450, -3.519734], [-0.226915, 0.380681, -3.898239], [-1.838699, -1.063711, -5.344789], [-2.934064, -1.174398, -3.943267], [-1.681654, -2.368907, -4.139371], [-1.937403, -5.016507, -0.233524], [-2.629308, -4.162742, 1.304236], [-3.173320, -4.927537, 2.328976], [-3.596742, -4.307334, 3.493328], [-3.471186, -2.931061, 3.638904], [-2.932142, -2.171830, 2.614938], [-2.520832, -2.775681, 1.431303], [-1.910740, -1.923764, 0.386370], [-2.072937, -2.150233, -0.854529], [-1.206606, -0.953161, 0.752635], [-3.251710, -6.000781, 2.221991], [-4.017693, -4.902253, 4.290039], [-3.777557, -2.454046, 4.554250], [-2.827036, -1.102571, 2.708769]],
  "atomic_forces_ev_per_a": [[0.889, 1.581, 0.598], [0.429, 0.199, 0.157], [-0.124, -0.052, -0.017], [-0.760, 0.833, 0.238], [-1.607, 0.095, -0.302], [1.264, -0.839, -0.106], [-1.237, 0.315, -0.082], [1.109, -0.169, 0.103], [-0.323, -0.296, -0.301], [-0.134, -0.137, -0.084], [-0.366, -0.272, -0.292], [-0.246, 1.007, 0.312], [0.016, -0.137, 0.990], [0.212, -1.519, -0.591], [-0.976, 1.218, 0.296], [0.399, -1.228, -0.403], [0.198, 0.452, 0.205], [-0.077, -0.150, 0.007], [0.873, -0.694, -0.006], [0.378, 0.392, 0.276], [-0.098, -0.103, -0.126], [-0.668, -0.459, -0.418], [1.291, 1.234, 1.089], [-0.465, -0.630, -0.446], [-0.118, -0.090, -0.127], [-0.100, -0.029, -0.053], [0.089, 0.018, 0.036], [0.116, 0.084, 0.047], [0.012, 0.118, 0.017], [0.104, 0.010, 0.029], [0.065, 0.093, 0.058], [-0.053, -0.083, -0.045], [-0.021, 0.119, 0.108], [-0.168, -0.020, -0.071], [-0.087, 0.067, -0.006], [0.073, -0.094, -0.041], [-0.032, -0.163, -0.101], [-0.171, -0.098, -0.660], [-1.236, -1.308, 0.379], [0.457, 0.060, 1.234], [-0.047, -0.043, 0.024], [-0.010, 0.110, 0.125], [0.112, -0.019, 0.098], [-0.064, -0.512, 0.074], [-0.053, 0.133, 0.008], [0.160, -0.006, -0.300], [0.039, 0.227, -0.103], [0.060, 0.008, -0.077], [-0.076, -0.077, 0.107], [0.021, -0.261, -0.225], [-0.892, -1.218, 0.745], [0.792, 1.148, -0.808], [1.122, 1.016, -1.801], [0.037, 0.023, -0.043], [-0.017, -0.033, 0.044], [-0.092, 0.072, 0.115], [-0.001, 0.110, 0.115]],
  "orbital_gap_ev": [4.92, 4.85],
  "relative_energy_kj_mol": 149.7,
  "total_energy_ev": -115884.9965,
  "e_lumo_ev": [-8.951, -9.013],
  "charge": 2
}



[3]
{
  "formula": "C27H19Cl2N8O3Pt",
  "method": "ωB97M-V with the def2-TZVPD basis set",
  "species": ["Pt", "C", "N", "C", "N", "C", "N", "C", "C", "C", "C", "C", "C", "C", "N", "N", "C", "O", "C", "C", "C", "C", "C", "C", "N", "C", "N", "C", "N", "C", "H", "H", "H", "H", "H", "H", "H", "H", "H", "H", "H", "H", "H", "H", "H", "H", "Cl", "C", "C", "C", "Cl", "C", "O", "C", "C", "O", "C", "H", "H", "H"],
  "coordinates": [[0.015727, 2.171301, 1.869304], [-2.632348, 2.429565, -2.908640], [-2.365266, 2.182035, -1.494118], [-1.241536, 2.417691, -0.835885], [-1.362875, 1.941250, 0.399142], [-2.613199, 1.397569, 0.422227], [-3.248473, 1.533285, -0.710790], [-1.808136, 1.494121, -3.766276], [-1.359603, 1.855344, -5.028889], [-0.673962, 0.932738, -5.812166], [-0.434238, -0.351096, -5.348107], [-0.880794, -0.709037, -4.080135], [-1.558169, 0.213603, -3.295647], [-0.723204, -2.066403, -3.557472], [-0.556659, -3.177404, -4.180176], [-0.607713, -4.179821, -3.213583], [-0.802296, -3.588011, -2.089804], [-0.870890, -2.236010, -2.214257], [-1.013104, -4.154673, -0.756691], [-1.618983, -5.398048, -0.638132], [-1.889027, -5.906663, 0.623447], [-1.546997, -5.182850, 1.752433], [-0.902041, -3.952912, 1.637385], [-0.442528, -3.294745, 2.917092], [-0.046877, -1.893526, 2.796154], [-0.705548, -0.824552, 2.367110], [0.091818, 0.237442, 2.465624], [1.257278, -0.267360, 2.976733], [1.200585, -1.550796, 3.179357], [-0.640560, -3.436468, 0.379163], [-2.435238, 3.480402, -3.116949], [-3.697360, 2.249739, -3.047803], [-0.373618, 2.913492, -1.234663], [-3.050294, 0.939674, 1.292855], [-1.544275, 2.853235, -5.407931], [-0.325891, 1.220078, -6.794773], [0.081615, -1.078860, -5.959409], [-1.924842, -0.092616, -2.325177], [-1.890135, -5.944019, -1.531218], [-2.380235, -6.864449, 0.725241], [-1.763449, -5.586213, 2.734595], [0.461485, -3.780091, 3.282392], [-1.201035, -3.382806, 3.695507], [-1.721551, -0.840371, 2.014442], [2.129472, 0.322866, 3.193989], [-0.135615, -2.485786, 0.260345], [6.812055, 4.360226, 2.961158], [5.154107, 3.883049, 3.031868], [4.623599, 3.435750, 4.248745], [3.314410, 3.033277, 4.335591], [2.686224, 2.488366, 5.843137], [2.461430, 3.034537, 3.201327], [1.250128, 2.590618, 3.355609], [3.004612, 3.540651, 1.992519], [2.245858, 3.738835, 0.801054], [1.023207, 3.573325, 0.615938], [4.358757, 3.942772, 1.923243], [5.248738, 3.404031, 5.130581], [2.811900, 4.097845, -0.065221], [4.755556, 4.316875, 0.988606]],
  "atomic_forces_ev_per_a": [[1.082, 0.111, -0.955], [0.060, -0.047, -0.074], [-0.031, 0.178, 0.063], [0.066, 0.009, 0.051], [0.017, -0.206, -0.096], [-0.059, 0.125, 0.115], [0.024, -0.102, 0.007], [-0.055, -0.057, 0.015], [0.027, 0.007, 0.016], [0.006, -0.010, 0.020], [-0.044, -0.001, -0.018], [0.014, -0.033, 0.013], [-0.033, 0.028, -0.053], [0.001, 0.094, 0.040], [0.001, -0.012, 0.084], [-0.005, 0.077, -0.016], [0.022, 0.075, 0.118], [-0.015, -0.144, -0.166], [0.024, -0.058, -0.053], [-0.009, 0.000, 0.019], [-0.002, 0.015, -0.018], [0.049, -0.002, -0.014], [-0.019, -0.005, 0.018], [-0.036, -0.005, 0.016], [0.134, -0.034, -0.063], [-0.023, 0.073, 0.107], [-0.559, -0.247, 0.554], [0.024, 0.075, 0.022], [0.009, -0.020, -0.030], [-0.033, -0.008, 0.016], [0.054, -0.032, -0.069], [-0.004, 0.025, 0.053], [-0.011, 0.015, -0.017], [-0.030, 0.033, 0.000], [-0.007, 0.000, -0.009], [-0.002, 0.002, -0.004], [0.016, 0.004, 0.003], [-0.006, -0.020, -0.002], [-0.005, 0.003, -0.004], [0.009, -0.008, 0.001], [-0.007, 0.005, 0.006], [-0.039, -0.033, 0.032], [-0.031, 0.030, -0.038], [0.008, -0.016, -0.030], [-0.064, 0.029, -0.007], [0.007, -0.001, -0.010], [0.027, 0.020, -0.006], [-0.045, 0.026, -0.172], [-0.124, -0.022, 0.025], [0.142, 0.017, -0.083], [-0.040, -0.045, -0.003], [-0.159, 0.190, 0.086], [0.059, -0.311, 0.030], [0.006, -0.075, -0.180], [-0.042, 0.073, 0.184], [-0.462, 0.072, 0.289], [0.141, 0.013, 0.152], [0.009, -0.001, 0.000], [-0.056, 0.142, 0.037], [0.016, -0.010, -0.004]],
  "orbital_gap_ev": 7.54,
  "total_energy_ev": -74656.5295,
  "e_lumo_ev": -3.499,
  "charge": 1
}